1.
Below is 7 unconnected molecules or ions with the total composition C88H55NO12, with properties calculated with ωB97M-V/def2-TZVPD.

## Properties
structure (SMILES): O=C1c2ccccc2C(=O)c2ccccc21.O=C1c2ccccc2C(=O)c2ccccc21.O=C1c2ccccc2C(=O)c2ccccc21.O=C1c2ccccc2C(=O)c2ccccc21.O=C1c2ccccc2C(=O)c2ccccc21.O=C1c2ccccc2C(=O)c2ccccc21.CCCC#N
E_HOMO: -9.60 eV
E: -118210.644 eV
LUMO energy: -1.2 eV
largest force on an atom: 0.046 Eh/bohr

```
156
C88H55NO12 (ωB97M-V/def2-TZVPD)
O -0.9105 6.7610 -3.7769
C -1.3569 6.0464 -2.9112
C -2.1835 4.8182 -3.1819
C -2.3745 4.4778 -4.5353
C -2.8664 3.2231 -4.7924
C -3.3578 2.3818 -3.7991
C -3.2774 2.7809 -2.4871
C -2.6006 3.9615 -2.1516
C -2.3834 4.2970 -0.7342
O -2.9263 3.6707 0.1522
C -1.5461 5.5081 -0.4625
C -1.3272 5.7948 0.8774
C -0.5368 6.8720 1.2424
C -0.0537 7.7157 0.2409
C -0.2972 7.4372 -1.0892
C -1.1088 6.3518 -1.4817
H -2.1044 5.1660 -5.3224
H -3.0526 2.8504 -5.7959
H -3.8551 1.4717 -4.1033
H -3.6043 2.0237 -1.7835
H -1.6592 5.1439 1.6743
H -0.2868 6.9529 2.2916
H 0.6047 8.5380 0.4871
H 0.1794 8.1101 -1.7885
O -1.8821 -4.9936 4.4527
C -0.6772 -5.0693 4.4431
C 0.1096 -5.9708 5.3445
C -0.6039 -6.7845 6.2256
C 0.0768 -7.6535 7.0519
C 1.4706 -7.6126 7.0464
C 2.1846 -6.7919 6.1981
C 1.5057 -5.9119 5.3249
C 2.2920 -5.1774 4.3336
O 3.5036 -5.1448 4.3449
C 1.4915 -4.4519 3.3090
C 2.1569 -3.6920 2.3585
C 1.4646 -2.8303 1.5359
C 0.0686 -2.8614 1.4729
C -0.6116 -3.6601 2.3737
C 0.0945 -4.4366 3.3273
H -1.6746 -6.6438 6.2935
H -0.4552 -8.3579 7.6765
H 2.0174 -8.3629 7.6055
H 3.2564 -6.9223 6.2309
H 3.2295 -3.6276 2.2362
H 2.0478 -2.2935 0.7958
H -0.5158 -2.2518 0.7964
H -1.6902 -3.5976 2.4170
O 6.6698 -2.4281 -1.0968
C 6.1523 -1.5516 -0.4510
C 5.7608 -0.2353 -1.0388
C 6.0851 0.0473 -2.3568
C 5.5257 1.1539 -2.9876
C 4.7249 2.0232 -2.2814
C 4.5027 1.8444 -0.9115
C 4.9270 0.6554 -0.3209
C 4.3933 0.3398 1.0232
O 3.6640 1.1074 1.6179
C 4.9268 -0.8834 1.6785
C 4.6676 -1.1302 3.0258
C 5.1480 -2.2730 3.6322
C 6.0093 -3.1462 2.9709
C 6.2651 -2.8966 1.6326
C 5.7841 -1.7525 1.0015
H 6.7161 -0.6288 -2.9183
H 5.7663 1.3319 -4.0282
H 4.5710 2.9483 -2.8295
H 3.9494 2.6236 -0.4079
H 4.0723 -0.4267 3.5934
H 4.8605 -2.4591 4.6597
H 6.4328 -3.9867 3.5005
H 7.0655 -3.4365 1.1401
O -7.4594 -4.2074 -0.0107
C -6.9185 -3.3046 -0.6049
C -7.7367 -2.3335 -1.4026
C -9.1305 -2.3436 -1.3010
C -9.8680 -1.3244 -1.8707
C -9.2516 -0.2595 -2.5143
C -7.8659 -0.2271 -2.6264
C -7.1234 -1.2228 -2.0224
C -5.6307 -1.1482 -2.1065
O -5.0806 -0.2522 -2.7028
C -4.8291 -2.1971 -1.4122
C -3.4439 -2.0706 -1.3473
C -2.6693 -2.9372 -0.5930
C -3.2909 -3.9873 0.0852
C -4.6638 -4.1224 0.0499
C -5.4287 -3.2421 -0.7104
H -9.5949 -3.2106 -0.8501
H -10.9346 -1.3375 -2.0634
H -9.8892 0.4478 -3.0271
H -7.3516 0.5430 -3.1850
H -2.9420 -1.2213 -1.7951
H -1.5883 -2.8985 -0.5933
H -2.7249 -4.6551 0.7229
H -5.1271 -4.9966 0.4863
O 0.6768 -2.4409 6.3582
C -0.4105 -2.0005 6.0392
C -0.5011 -0.9768 4.9453
C 0.6209 -0.6376 4.2024
C 0.5618 0.4020 3.2602
C -0.6818 0.9307 3.0072
C -1.8435 0.5437 3.6476
C -1.7346 -0.3535 4.7087
C -2.9743 -0.6693 5.4890
O -4.0253 -0.0907 5.3364
C -2.8880 -1.8693 6.3637
C -4.0550 -2.4433 6.8659
C -3.9988 -3.4977 7.7758
C -2.7614 -3.9102 8.2377
C -1.5864 -3.4590 7.6833
C -1.6412 -2.4334 6.7523
H 1.5322 -1.1933 4.3839
H 1.4065 0.6584 2.6345
H -0.8065 1.7859 2.3453
H -2.8047 0.9841 3.4234
H -4.9911 -1.9369 6.6701
H -4.9357 -3.8855 8.1499
H -2.6731 -4.6623 9.0147
H -0.6437 -3.8782 8.0062
O 4.4482 1.0857 -6.9303
C 4.0290 2.2162 -6.8578
C 2.9608 2.5870 -5.8612
C 2.2899 1.5907 -5.1588
C 1.2325 1.9764 -4.3431
C 0.7858 3.2805 -4.2227
C 1.5042 4.2372 -4.9331
C 2.5900 3.9178 -5.7491
C 3.2855 5.0356 -6.4893
O 3.1216 6.1832 -6.1630
C 4.1083 4.6370 -7.6558
C 4.4871 5.5767 -8.6003
C 5.2975 5.2301 -9.6645
C 5.6761 3.8885 -9.8217
C 5.2418 2.9450 -8.9175
C 4.4427 3.2773 -7.8362
H 2.5355 0.5396 -5.1864
H 0.6327 1.1993 -3.8816
H 0.0604 3.4419 -3.4400
H 1.2445 5.2826 -4.7985
H 4.0787 6.5741 -8.4912
H 5.6817 5.8903 -10.4300
H 6.2546 3.6409 -10.7009
H 5.5440 1.9141 -9.0637
C 0.0314 -0.1175 -0.4357
C 0.3398 1.2396 -1.0818
C 0.6891 2.3142 -0.0273
C 1.2434 3.5272 -0.6170
N 1.6140 4.5023 -1.0996
H 0.2516 -0.7881 -1.2756
H -1.0257 -0.2617 -0.2152
H 0.6570 -0.4129 0.4039
H -0.5295 1.5895 -1.6431
H 1.1912 1.1905 -1.7582
H 1.3167 1.8711 0.7470
H -0.2242 2.6453 0.4815
```

***

2.
Below is 10 unconnected molecules or ions with the total composition C89H186F9N7O6, with properties calculated with ωB97M-V/def2-TZVPD.

## Properties
charge: +5
E_HOMO (alpha / beta): -11.75 / -11.75 eV
E: -142424.371 eV
LUMO energy (alpha / beta): -8.9 / -9.5 eV
2S+1: 2
largest force on an atom: 0.105 Eh/bohr

```
297
C89H186F9N7O6 (ωB97M-V/def2-TZVPD)
C 0.9770 7.7699 -0.1170
C -0.1791 8.4096 0.5980
C -0.3229 9.8806 0.2372
C -0.8242 10.1596 -1.1778
N -0.9706 11.7101 -1.4700
C -1.9754 11.6279 -2.7108
C -2.4380 13.0949 -2.8118
C -2.3765 13.6827 -1.4268
C -1.8367 12.5168 -0.5400
C 0.4420 12.4229 -1.7805
C 1.2899 11.8131 -2.8808
C 2.7914 12.0433 -2.8394
H 1.2416 7.9796 -1.1534
H 1.0317 6.6952 0.0561
H 1.8695 8.2123 0.3256
H 0.0012 8.2687 1.6637
H -1.0960 7.8380 0.4542
H 0.6608 10.2705 0.4987
H -1.1534 10.1554 0.8875
H -1.8081 9.6909 -1.1640
H -0.2762 9.6618 -1.9778
H -1.4239 11.1484 -3.5195
H -2.8425 11.0584 -2.3762
H -1.9289 13.7637 -3.5058
H -3.4542 13.1033 -3.2059
H -1.7102 14.5452 -1.4162
H -3.3306 13.9697 -0.9847
H -1.4188 12.6880 0.4520
H -2.7781 12.0053 -0.3392
H 0.9417 12.2446 -0.8284
H 0.3050 13.5043 -1.7767
H 0.9510 12.2167 -3.8350
H 1.0551 10.7493 -2.9176
H 3.3645 11.4906 -3.5839
H 3.2083 11.8135 -1.8589
H 2.9974 13.0980 -3.0218
C 5.8472 18.6058 5.7852
C 5.2935 17.2596 6.2076
C 4.0982 17.2161 7.1808
C 3.7567 15.8747 7.8401
N 2.7834 15.8296 9.0634
C 2.2754 14.3966 9.0051
C 1.0993 14.4825 8.0771
C 0.5636 15.8956 7.9833
C 1.4751 16.6879 8.9530
C 3.5062 16.1188 10.4078
C 3.8550 17.5890 10.5972
C 4.6184 17.5807 11.9061
H 5.1979 19.2376 5.1792
H 6.6680 18.2996 5.1366
H 6.1197 19.1864 6.6666
H 6.1460 16.7446 6.6506
H 4.9951 16.5975 5.3948
H 3.2645 17.6861 6.6592
H 4.0987 17.9657 7.9722
H 4.6454 15.4112 8.2685
H 3.3358 15.1945 7.0997
H 1.8454 14.2410 9.9945
H 2.9011 13.5171 8.8533
H 0.2355 13.9218 8.4343
H 1.3882 14.0266 7.1301
H -0.4688 15.9422 8.3297
H 0.6442 16.3113 6.9790
H 0.9062 16.7968 9.8764
H 1.7634 17.6932 8.6461
H 4.3178 15.3914 10.3886
H 2.6809 15.7947 11.0418
H 2.9416 18.1832 10.6222
H 4.3832 18.1022 9.7936
H 4.1521 17.0902 12.7605
H 4.8251 18.6153 12.1800
H 5.6351 17.1914 11.8511
C -3.3762 20.9298 3.1161
C -2.7530 21.6496 2.0062
C -1.2853 22.0828 2.3410
C -0.5084 22.7228 1.1985
N 0.8979 23.1407 1.5959
C 1.7116 23.8632 0.4383
C 2.5151 24.9340 1.1064
C 1.8972 25.1718 2.4881
C 0.6867 24.3255 2.5442
C 1.7567 22.0774 2.3599
C 2.1716 20.8198 1.4782
C 2.7500 19.8286 2.3858
H -4.4114 20.6790 2.8849
H -3.3465 21.4149 4.0918
H -2.8360 19.9925 3.2493
H -3.2744 22.5468 1.6725
H -2.7622 20.9644 1.1586
H -0.6919 21.2147 2.6278
H -1.2677 22.6659 3.2618
H -1.0467 23.5391 0.7168
H -0.4590 22.1280 0.2864
H 2.1323 23.1028 -0.2195
H 0.9202 24.3715 -0.1127
H 3.5992 24.8277 1.0659
H 2.2586 25.8717 0.6133
H 2.5205 24.9208 3.3464
H 1.5793 26.1961 2.6822
H 0.5088 23.9271 3.5430
H -0.1377 24.9899 2.2852
H 1.3249 21.7895 3.3184
H 2.5903 22.7399 2.5932
H 2.8719 21.0789 0.6842
H 1.2938 20.4082 0.9798
H 3.0400 18.9625 1.7909
H 1.8882 19.5076 2.9709
H 3.4852 20.3461 3.0022
C 6.9926 14.6286 4.2231
C 7.6085 15.6015 3.1932
C 7.3790 15.2243 1.7060
C 5.9470 14.9324 1.0901
N 5.8498 14.9842 -0.4958
C 6.0969 16.3898 -1.1633
C 4.7753 17.1740 -1.0078
C 3.6589 16.1620 -0.8870
C 4.3235 14.7626 -0.8030
C 6.6435 13.9608 -1.2521
C 6.1116 12.5068 -1.1180
C 7.2387 11.4215 -1.4343
H 7.1920 13.6205 3.8598
H 5.9071 14.6707 4.1335
H 7.3308 14.8346 5.2387
H 8.6861 15.6224 3.3559
H 7.0442 16.5281 3.2986
H 7.9252 14.2908 1.5704
H 7.9706 15.9202 1.1112
H 5.3130 15.7683 1.3857
H 5.4643 14.0343 1.4755
H 6.2085 16.3026 -2.2441
H 7.0380 16.7788 -0.7748
H 4.5590 17.8504 -1.8347
H 4.6961 17.7881 -0.1108
H 2.8719 16.1694 -1.6412
H 3.1036 16.4285 0.0123
H 4.2657 14.3809 -1.8224
H 3.8611 14.0272 -0.1447
H 7.6335 14.0756 -0.8106
H 6.7665 14.1995 -2.3085
H 5.2944 12.2138 -1.7771
H 5.7186 12.3196 -0.1187
H 7.6382 11.3609 -2.4466
H 7.1401 10.3750 -1.1456
H 8.1326 11.6564 -0.8566
C -7.1322 19.3945 -0.1349
C -7.9196 18.1433 0.1116
C -7.2520 17.1144 0.9822
C -7.7199 15.6610 0.6812
N -7.6691 14.7518 1.9487
C -8.9508 15.0804 2.7669
C -10.1334 14.2725 2.2174
C -9.5688 13.2209 1.3619
C -8.0915 13.2439 1.5410
C -6.2684 14.7204 2.6035
C -5.0360 14.1482 1.7772
C -3.7667 14.7179 2.4274
H -6.3128 19.1450 -0.8091
H -6.9283 19.6976 0.8920
H -7.7548 20.1118 -0.6695
H -8.1763 17.7080 -0.8542
H -8.8909 18.5199 0.4323
H -7.4189 17.3288 2.0378
H -6.1779 17.2491 0.8549
H -6.9542 15.1584 0.0903
H -8.6746 15.4040 0.2221
H -8.7546 14.7967 3.8009
H -9.1460 16.1523 2.7983
H -10.7036 13.9294 3.0807
H -10.9089 14.8245 1.6862
H -9.9965 12.2489 1.6074
H -9.8293 13.4233 0.3230
H -7.9582 12.6890 2.4697
H -7.5030 12.8534 0.7108
H -6.2553 14.2280 3.5759
H -6.1552 15.7633 2.8996
H -5.0505 14.4967 0.7445
H -5.1114 13.0619 1.7288
H -3.5508 15.7206 2.0584
H -2.9040 14.0591 2.3291
H -3.9430 14.8540 3.4944
C -6.3670 16.1205 12.2027
C -6.1792 16.5823 10.6807
C -5.0749 15.7750 9.9856
C -5.4629 14.3689 9.7289
N -4.2515 13.3629 9.7264
C -4.7603 11.9825 9.2634
C -5.0743 11.1443 10.4868
C -4.4651 11.8334 11.6686
C -3.6626 13.0407 11.1760
C -3.0321 13.7968 8.7597
C -3.4505 14.0949 7.3396
C -2.3572 14.3884 6.2999
H -5.5415 16.4997 12.8050
H -6.3025 15.0485 12.3890
H -7.3193 16.4957 12.5775
H -5.7962 17.6024 10.6533
H -7.1246 16.5187 10.1419
H -4.2589 15.7739 10.7082
H -4.7950 16.1778 9.0122
H -6.0026 14.2865 8.7855
H -5.9856 13.7884 10.4891
H -4.0820 11.4394 8.6053
H -5.6772 12.2117 8.7205
H -4.6729 10.1467 10.3086
H -6.1555 11.0254 10.5569
H -3.8040 11.1319 12.1774
H -5.0743 12.2271 12.4822
H -2.5888 12.8722 11.0942
H -3.7747 13.8556 11.8912
H -2.2207 13.0784 8.8763
H -2.6181 14.7273 9.1482
H -4.0335 15.0127 7.2623
H -4.0514 13.2531 6.9955
H -2.7405 14.4178 5.2800
H -1.5425 13.6644 6.3063
H -2.0049 15.4048 6.4752
C -1.9996 10.7587 4.3895
C -3.4607 10.6561 3.9343
C -3.7374 9.4096 3.0423
C -5.2315 9.3011 2.5336
N -5.6180 8.1913 1.4743
C -7.1161 8.2726 1.1507
C -7.2995 8.7530 -0.3082
C -5.9197 8.4426 -0.9812
C -4.9039 8.7198 0.2035
C -5.0693 6.7922 1.7936
C -5.4906 6.3059 3.1753
C -6.1206 4.8956 3.0300
H -1.3079 10.8622 3.5535
H -1.6800 9.9680 5.0683
H -1.8129 11.6720 4.9544
H -3.6147 11.5807 3.3781
H -4.0310 10.4674 4.8438
H -3.3944 8.5894 3.6729
H -2.9270 9.3193 2.3189
H -5.5637 10.2522 2.1175
H -5.8648 9.0719 3.3906
H -7.5825 7.2883 1.1098
H -7.5817 9.0035 1.8118
H -8.1056 8.0983 -0.6395
H -7.6670 9.7792 -0.3069
H -5.7315 7.4200 -1.3084
H -5.8151 9.0630 -1.8713
H -3.8927 8.3140 0.2336
H -4.7070 9.7899 0.2680
H -3.9958 6.9799 1.8136
H -5.2882 6.0172 1.0590
H -6.2619 6.9625 3.5780
H -4.6333 6.2594 3.8469
H -5.4855 4.0744 2.6976
H -6.9393 5.0190 2.3211
H -6.4974 4.4505 3.9509
C 0.3372 14.3983 2.0961
O 0.5705 15.6884 1.3488
O 1.2440 13.4319 1.5148
C 0.4040 14.7915 3.6668
F -0.5709 15.6414 3.9060
F 0.2628 13.7360 4.4853
F 1.4237 15.5139 4.1404
C -0.5329 16.4692 1.1406
C -0.2278 17.6795 0.3430
H 0.5588 18.2636 0.8208
H -0.1300 17.5274 -0.7318
H -1.0512 18.3933 0.3190
H -0.8278 16.9420 2.0774
H -1.3015 15.8449 0.6850
H -0.6574 13.9927 1.9109
C 4.2589 16.0404 -4.8591
O 3.0136 15.6518 -4.1737
O 5.1874 15.0440 -4.4173
C 4.1749 16.3919 -6.4303
F 5.3110 16.7537 -7.0297
F 3.6401 15.3308 -7.0226
F 3.3763 17.3880 -6.6998
C 1.7910 16.1822 -4.5460
C 0.6925 15.9428 -3.5056
H 0.4074 14.8938 -3.4258
H 0.9518 16.3496 -2.5282
H -0.1721 16.5189 -3.8354
H 1.5704 15.8200 -5.5501
H 1.9030 17.2498 -4.7346
H 4.4635 16.9527 -4.2988
C -0.1484 23.5329 -3.1576
O -0.5161 22.3489 -2.4626
O 1.0627 23.9112 -2.6009
C -0.0674 23.2601 -4.7176
F 0.8296 22.3123 -5.0042
F -1.2023 22.8556 -5.2803
F 0.2295 24.4112 -5.4174
C -1.9727 22.0831 -2.3467
C -2.0713 20.6141 -1.9638
H -3.0260 20.1007 -2.0785
H -1.4829 19.9131 -2.5557
H -1.6771 20.4440 -0.9619
H -2.5521 22.2807 -3.2485
H -2.3889 22.5426 -1.4502
H -1.0087 24.1581 -2.9185
```

***

3.
Below is a molecular structure, C8CaCl7NO2S3Sb, with properties calculated with ωB97M-V/def2-TZVPD.

## Properties
charge: -2
E_HOMO (alpha / beta): -2.99 / -2.99 eV
E: -159026.985 eV
LUMO energy (alpha / beta): 4.1 / 3.3 eV
2S+1: 2
largest force on an atom: 0.004 Eh/bohr

```
23
C8CaCl7NO2S3Sb (ωB97M-V/def2-TZVPD)
Ca 0.9879 -0.2232 -1.4279
S 3.9575 2.5506 1.5363
Sb 2.3060 2.6552 0.0126
S 2.8772 1.5824 -1.9930
S 0.8967 4.3908 -0.2150
Cl -2.3633 2.9214 4.0081
C -2.0056 2.1200 2.5144
C -3.0267 1.6628 1.6974
Cl -4.6811 1.9056 2.1612
C -2.7299 0.9936 0.5123
Cl -3.9941 0.3855 -0.5040
C -1.4078 0.7742 0.0959
O -1.1076 0.1198 -0.9848
C -0.3731 1.2861 0.9308
O 0.9034 1.0629 0.5257
C -0.6768 1.9205 2.1243
Cl 0.6192 2.4252 3.1373
Cl 3.3203 -5.6665 -1.8656
C 1.7134 -5.1056 -2.1363
Cl 1.4503 -5.3592 -4.6286
Cl 0.4439 -6.0954 -1.5226
C 1.5227 -3.7256 -2.0215
N 1.3675 -2.5810 -1.9570
```

***

4.
Below is a molecular structure, C8H10, with properties calculated with ωB97M-V/def2-TZVPD.

## Properties
E_HOMO: -8.65 eV
E: -8454.236 eV
LUMO energy: 1.2 eV
largest force on an atom: 0.144 Eh/bohr

```
18
C8H10 (ωB97M-V/def2-TZVPD)
C 1.5766 -0.7723 -0.3013
C 1.2244 0.5386 -0.9933
C -0.1049 0.8681 -0.6076
C -0.0955 0.7242 1.0049
C -1.6255 0.4568 1.2595
C -2.1276 -0.2668 0.2894
C -0.8938 -0.5132 -0.3837
C 0.3498 -0.8324 0.6860
H 1.7254 -1.6138 -0.9714
H 2.5403 -0.6557 0.2771
H 1.9502 1.3565 -0.8850
H 1.2742 0.3432 -1.9637
H -0.6479 1.5951 -1.2290
H 0.5801 1.3390 1.6147
H -2.1246 0.9874 2.0085
H -3.1388 -0.5539 0.1357
H -0.8534 -1.2294 -1.3255
H 0.3913 -1.7714 1.3847
```